# C46H45FN7O4RuS

C46H45FN7O4RuS as an isolated structure (ωB97M-V with the def2-TZVPD basis set, the Open Molecules 2025 dataset).

Structure (ORCA input):
```
! wB97M-V def2-TZVPD RIJCOSX def2/J DEFGRID3
* xyz 2 2
Ru -2.65 -0.29 1.01
C -5.67 0.77 1.61
C -5.39 0.82 3.12
C -4.03 1.38 3.48
C -3.82 1.88 4.76
C -2.61 2.45 5.08
C -1.64 2.56 4.09
C -1.92 2.04 2.84
N -3.07 1.42 2.55
N -5.07 -0.40 0.96
C -5.61 -1.66 1.47
C -4.75 -2.26 2.55
C -5.22 -3.37 3.25
C -4.43 -3.92 4.24
C -3.21 -3.33 4.53
C -2.82 -2.24 3.78
N -3.56 -1.72 2.80
C -5.24 -0.35 -0.50
C -4.24 -1.27 -1.16
C -4.18 -1.41 -2.54
C -3.25 -2.28 -3.08
C -2.43 -3.02 -2.24
C -2.54 -2.82 -0.88
N -3.41 -1.96 -0.35
H -5.25 1.66 1.15
H -6.75 0.78 1.45
H -5.49 -0.17 3.56
H -6.15 1.44 3.59
H -4.63 1.84 5.48
H -2.43 2.84 6.07
H -0.69 3.03 4.28
H -1.21 2.11 2.03
H -5.66 -2.39 0.66
H -6.62 -1.52 1.85
H -6.19 -3.79 3.02
H -4.76 -4.79 4.79
H -2.57 -3.71 5.31
H -1.87 -1.74 3.96
H -5.06 0.66 -0.87
H -6.26 -0.63 -0.80
H -4.85 -0.83 -3.16
H -3.18 -2.40 -4.16
H -1.71 -3.73 -2.63
H -1.92 -3.36 -0.17
F 3.84 -1.77 -1.40
C 3.01 -0.91 -2.02
C 1.75 -0.77 -1.51
C 0.82 0.08 -2.11
C -0.54 0.17 -1.59
O -0.94 -0.63 -0.72
C -1.35 1.19 -2.18
C -0.91 1.85 -3.28
N 0.30 1.64 -3.86
C 0.59 2.25 -5.14
C -0.45 2.22 -6.22
C 0.76 1.34 -6.33
C 1.21 0.80 -3.25
C 2.52 0.67 -3.73
C 3.44 -0.20 -3.15
N 4.74 -0.29 -3.70
C 5.80 -0.98 -2.98
C 7.13 -0.69 -3.68
N 7.00 0.61 -4.41
C 6.08 0.45 -5.58
C 4.89 -0.43 -5.14
C -2.73 1.47 -1.63
O -3.63 1.75 -2.40
O -2.84 1.41 -0.35
H 1.44 -1.34 -0.64
H -1.55 2.58 -3.75
H 1.22 3.13 -5.07
H -0.51 3.08 -6.87
H -1.40 1.75 -6.01
H 1.51 1.57 -7.06
H 0.61 0.28 -6.15
H 2.82 1.26 -4.58
H 5.66 -2.07 -2.94
H 5.83 -0.61 -1.96
H 7.38 -1.45 -4.42
H 7.95 -0.63 -2.96
H 7.90 0.97 -4.71
H 6.58 1.28 -3.76
H 6.63 -0.02 -6.39
H 5.75 1.44 -5.90
H 5.09 -1.48 -5.40
H 3.99 -0.13 -5.65
C 6.62 2.80 5.56
C 5.84 1.79 4.78
O 5.81 1.68 3.58
S 4.89 0.72 5.90
C 3.53 0.15 4.92
C 3.65 -0.26 3.59
C 2.51 -0.54 2.86
C 1.24 -0.46 3.45
C 1.15 -0.16 4.82
C 2.28 0.16 5.54
C 0.06 -0.63 2.68
C -0.96 -0.75 2.03
H 7.38 3.26 4.93
H 7.07 2.35 6.44
H 5.92 3.57 5.90
H 4.62 -0.34 3.13
H 2.58 -0.82 1.82
H 0.18 -0.14 5.29
H 2.21 0.43 6.58
*
```

* lowest unoccupied orbital energy (spin up / spin down): -4.676 / -4.523 eV
* molecular weight: 912.05 g/mol
* orbital gap (spin up / spin down): 6.659 / 6.809 eV
* ΔE to the lowest compared entry with this formula, charge and spin: 3.250 eV

***

# C46H46BaClN7O5S2

C46H46BaClN7O5S2 as an isolated structure (ωB97M-V with the def2-TZVPD basis set, the Open Molecules 2025 dataset).

Structure (ORCA input):
```
! wB97M-V def2-TZVPD RIJCOSX def2/J DEFGRID3
* xyz 0 1
Ba 0.06 -0.08 0.17
C 0.34 -2.67 2.43
C -1.05 -3.21 2.75
C -2.26 -2.71 2.00
C -3.48 -3.36 2.24
C -4.61 -2.93 1.59
C -4.51 -1.86 0.71
C -3.27 -1.29 0.52
N -2.16 -1.69 1.15
N 0.67 -1.28 2.81
C 2.14 -1.21 2.89
C 2.81 0.15 3.01
C 3.95 0.39 2.25
C 4.65 1.56 2.44
C 4.18 2.48 3.37
C 3.02 2.17 4.06
N 2.35 1.03 3.90
C 0.02 -0.83 4.03
C -1.31 -0.17 3.78
C -2.42 -0.44 4.57
C -3.61 0.22 4.32
C -3.65 1.15 3.29
C -2.49 1.37 2.56
N -1.35 0.73 2.78
H 0.55 -2.81 1.37
H 1.04 -3.34 2.96
H -1.25 -3.11 3.82
H -1.00 -4.29 2.57
H -3.51 -4.20 2.92
H -5.56 -3.42 1.76
H -5.36 -1.48 0.16
H -3.15 -0.48 -0.19
H 2.54 -1.67 1.98
H 2.50 -1.83 3.73
H 4.26 -0.33 1.50
H 5.54 1.77 1.86
H 4.69 3.41 3.55
H 2.61 2.86 4.78
H 0.66 -0.06 4.48
H -0.08 -1.64 4.77
H -2.35 -1.18 5.36
H -4.49 0.01 4.91
H -4.56 1.69 3.06
H -2.48 2.08 1.74
O 1.35 2.45 0.70
S 1.96 3.76 1.08
C 1.21 5.08 0.07
C 1.56 5.22 -1.41
C 1.02 4.09 -2.29
C -0.48 4.19 -2.51
S -1.30 2.58 -2.44
O -0.66 1.99 -1.21
C -0.56 1.82 -3.87
C 0.58 1.04 -3.76
C 1.13 0.49 -4.91
C 0.52 0.71 -6.14
C -0.63 1.48 -6.23
C -1.18 2.04 -5.09
C 3.60 3.80 0.36
C 4.47 4.81 0.74
C 5.75 4.82 0.22
C 6.15 3.83 -0.67
C 5.27 2.82 -1.03
C 3.98 2.80 -0.51
H 1.49 5.99 0.61
H 0.14 4.93 0.24
H 2.64 5.28 -1.51
H 1.16 6.18 -1.75
H 1.25 3.14 -1.80
H 1.54 4.08 -3.25
H -0.75 4.65 -3.46
H -0.97 4.75 -1.72
H 1.03 0.87 -2.79
H 2.02 -0.12 -4.85
H 0.96 0.27 -7.03
H -1.10 1.64 -7.19
H -2.09 2.62 -5.15
H 4.16 5.57 1.45
H 6.45 5.60 0.50
H 7.15 3.83 -1.08
H 5.57 2.03 -1.71
H 3.29 2.00 -0.74
C -5.62 -4.39 -1.91
C -4.39 -4.85 -1.18
C -4.45 -5.83 -0.20
C -3.30 -6.22 0.47
Cl -3.41 -7.42 1.73
C -2.08 -5.66 0.16
C -2.00 -4.67 -0.81
C -3.15 -4.27 -1.48
O -3.18 -3.31 -2.45
C -1.94 -2.87 -3.01
C -1.25 -1.83 -2.12
O -0.24 -2.21 -1.47
O -1.74 -0.68 -2.07
H -6.50 -4.93 -1.55
H -5.52 -4.56 -2.98
H -5.77 -3.32 -1.78
H -5.40 -6.29 0.04
H -1.19 -5.98 0.69
H -1.05 -4.20 -1.02
H -2.22 -2.39 -3.95
H -1.29 -3.72 -3.20
N 2.73 -0.48 -0.58
C 3.53 -0.48 -1.43
N 4.50 -0.41 -2.28
C 4.33 -0.73 -3.55
N 4.26 -0.97 -4.68
*
```

* lowest unoccupied orbital energy: 0.045 eV
* molecular weight: 1013.83 g/mol
* orbital gap: 8.013 eV
* ΔE to the lowest compared entry with this formula, charge and spin: 0.626 eV